# 1
Formula: Cl3H3N4
Source: the Open Molecules 2025 dataset
Level of theory: ωB97M-V/def2-TZVPD

Geometry (Å):
N -1.90037 0.74640 1.20246
N -1.20722 0.02562 0.47140
N -0.00764 0.05668 0.07221
N 0.57662 -0.83047 -0.70565
Cl 3.18145 1.28068 0.35155
Cl -0.37253 -2.39519 -0.94863
Cl 0.95019 -0.20945 -2.34579
H 2.03871 0.50312 0.40915
H -1.67039 1.68073 1.45965
H -1.58883 -0.85812 0.03366

Cartesian forces (eV/Å) of the 2 atoms listed first:
-2.188 -1.228 0.094
-0.119 -2.004 -1.960

Summary:
LUMO: -0.042 Eh

---

# 2
Formula: C24H33N3O3S
Source: the Open Molecules 2025 dataset
Level of theory: ωB97M-V/def2-TZVPD

Geometry (Å):
C 0.36835 -9.26215 -1.77517
C 1.35726 -8.28562 -1.15428
O 0.80407 -6.97489 -1.05291
C 0.01797 -6.73132 0.00775
O -0.20905 -7.54564 0.87100
C -0.52251 -5.35516 0.00424
C -0.26365 -4.45816 -1.02882
C -0.77946 -3.17971 -0.98747
C -1.56227 -2.77136 0.09454
N -2.09744 -1.49529 0.17416
C -1.74367 -0.35826 -0.50733
S -2.95914 0.68065 -0.93659
N -0.43842 -0.10768 -0.75240
C -0.09103 1.03935 -1.56902
C 0.02602 2.32978 -0.75825
C 0.34615 3.52070 -1.66235
N 0.51455 4.72768 -0.88132
C -0.72949 5.28091 -0.36877
C -0.61215 5.52061 1.13793
C 0.27584 6.71051 1.49075
C 1.65452 6.66310 0.83197
C 1.60181 6.95087 -0.67018
C 1.37251 5.70045 -1.52539
C 0.63520 -0.67972 0.04692
C 0.28750 -0.80213 1.49555
C -0.29770 0.06503 2.37122
C -0.38110 -0.62223 3.60711
C 0.16187 -1.84934 3.38990
O 0.56789 -1.96836 2.11458
C -1.85551 -3.68531 1.10999
C -1.33496 -4.95748 1.06679
H 0.84023 -10.23330 -1.89358
H -0.50014 -9.36844 -1.12990
H 0.04377 -8.90207 -2.74863
H 2.24462 -8.17123 -1.78077
H 1.64671 -8.62699 -0.15475
H 0.33700 -4.77292 -1.86756
H -0.61533 -2.50055 -1.81116
H -3.00738 -1.42812 0.61237
H 0.85046 0.81833 -2.07985
H -0.87472 1.16102 -2.32037
H -0.91999 2.49818 -0.24433
H 0.81102 2.23937 -0.00566
H -0.44333 3.62253 -2.42772
H 1.28638 3.31915 -2.18424
H -1.54278 4.57361 -0.54906
H -0.99557 6.21450 -0.88045
H -0.19860 4.61634 1.58762
H -1.60804 5.68346 1.55593
H -0.22461 7.63646 1.19541
H 0.40082 6.73969 2.57612
H 2.10688 5.68552 0.99876
H 2.28602 7.41567 1.31024
H 2.54405 7.39929 -0.99242
H 0.81859 7.68674 -0.86112
H 2.33557 5.20704 -1.69472
H 0.97937 6.01090 -2.51268
H 0.91643 -1.67696 -0.31513
H 1.50009 -0.02083 -0.06934
H -0.63379 1.06001 2.16291
H -0.78708 -0.24720 4.52371
H 0.31442 -2.69344 4.03189
H -2.48370 -3.37652 1.93279
H -1.54129 -5.66907 1.85155

Cartesian forces (eV/Å) of the 2 atoms listed first:
0.110 0.366 0.165
0.096 -0.575 0.086

Summary:
SMILES: CCOC(=O)c1ccc(NC(=S)N(CCCN2CCCCCC2)Cc2ccco2)cc1
LUMO: 0.011 Eh

---

# 3
Formula: C13H26N4NbO2Si
Source: the Open Molecules 2025 dataset
Level of theory: ωB97M-V/def2-TZVPD

Geometry (Å):
Nb 0.59975 0.20457 0.44715
N 3.32632 0.01365 2.81161
C 2.93605 0.96489 3.85473
C 2.08862 2.18077 3.37050
C 1.09182 1.77564 2.29053
O 0.02432 1.07535 2.56947
O 1.34913 2.12734 1.04952
H 4.16150 -0.50181 3.04998
H 3.55863 0.52083 1.95509
H 3.80652 1.31679 4.43607
H 2.39979 0.38978 4.61103
H 2.76689 2.97678 2.99239
H 1.61603 2.59893 4.25668
C 0.27554 3.75519 -1.56615
C -0.23824 2.46612 -2.07100
C -0.68011 2.41151 -3.37830
C -1.21478 1.23569 -3.88716
C -1.34712 0.09400 -3.05418
C -0.93262 0.22475 -1.69577
N -0.32611 1.38226 -1.23783
N -0.93454 -0.74074 -0.71028
Si -2.11895 -2.18067 -0.70856
C -1.39714 -3.51416 -1.88395
C -2.22658 -2.78617 1.10952
C -3.76236 -1.45704 -1.33784
H -0.52205 4.49472 -1.61252
H 1.07111 4.12610 -2.23428
H 0.62984 3.62196 -0.54466
H -0.51277 3.29753 -3.99882
H -1.53883 1.15269 -4.92639
H -1.65724 -0.86200 -3.48166
H -0.35956 -3.71355 -1.63307
H -1.43774 -3.26025 -2.94476
H -1.93919 -4.44386 -1.77303
H -1.45769 -3.53324 1.32146
H -3.18775 -3.25118 1.30138
H -2.14786 -1.96777 1.83653
H -3.80705 -1.37156 -2.41332
H -3.96548 -0.47195 -0.93238
H -4.59880 -2.09946 -1.10108
N 0.69076 -1.49224 1.83523
H 0.77911 -2.38583 1.34734
H -0.11952 -1.59287 2.46357
H 1.55254 -1.30207 2.39999
C 2.26722 -0.30295 -0.47021
H 2.10275 -1.09421 -1.23297
H 3.33583 -0.08227 -0.47960

Cartesian forces (eV/Å) of the 2 atoms listed first:
-0.150 0.085 -1.999
-0.485 0.584 -1.027

Summary:
Net charge: +1
LUMO: -0.125 Eh

---

# 4
Formula: C5H14N2
Source: the Open Molecules 2025 dataset
Level of theory: ωB97M-V/def2-TZVPD

Geometry (Å):
N 0.51654 -1.20107 2.55436
C 1.01788 -1.34719 1.17158
C 1.13421 -0.01179 0.44859
C -0.09024 0.82317 0.49308
C -1.25752 0.38564 -0.33549
C -0.93423 0.07431 -1.80666
N -0.42736 1.16695 -2.62016
H 0.85383 -0.37829 3.04550
H 1.04242 -1.94237 3.01530
H 0.38427 -2.08731 0.69171
H 2.04089 -1.77893 1.14768
H 1.49017 -0.09245 -0.57728
H 1.94145 0.54856 0.96054
H -0.41906 0.99419 1.51842
H 0.06388 1.84700 0.13193
H -1.81025 -0.43147 0.15578
H -1.99613 1.20441 -0.37743
H -0.32222 -0.83555 -1.80299
H -1.86988 -0.25294 -2.30567
H -1.02053 1.29328 -3.41922
H -0.33812 2.02185 -2.08955

Cartesian forces (eV/Å) of the 2 atoms listed first:
0.708 -0.860 0.182
0.877 0.310 -0.126

Summary:
SMILES: NCCCCCN
LUMO: 0.040 Eh

---

# 5
Formula: C7H13F
Source: the Open Molecules 2025 dataset
Level of theory: ωB97M-V/def2-TZVPD

Geometry (Å):
C 2.57751 -0.57885 -0.46535
C 1.18592 -0.42575 -0.90505
C 0.02695 -0.10596 -0.21237
C -1.07084 0.36628 -1.06750
F -0.92991 0.27967 -2.41425
C -0.06993 -0.01395 1.33598
C -1.08019 -1.07275 1.86113
C -0.43785 1.39441 1.67919
H 3.10654 0.32306 -0.56011
H 3.04723 -1.42042 -0.92439
H 2.43456 -0.86799 0.61662
H 1.01018 -0.50604 -2.01055
H -1.15104 1.47381 -0.87379
H -2.06284 -0.08124 -0.74445
H 0.94817 -0.12771 1.79667
H -1.32560 -0.96525 2.93351
H -2.02707 -0.93717 1.35485
H -0.71800 -2.11656 1.61016
H -0.39874 1.69566 2.72449
H -1.46410 1.59086 1.34607
H 0.18053 2.04143 1.10289

Cartesian forces (eV/Å) of the 2 atoms listed first:
-1.763 -1.818 2.826
-3.211 0.714 -1.040

Summary:
SMILES: C/C=C(/CF)C(C)C
LUMO: 0.037 Eh

---

# 6
Formula: C3H8N2S
Source: the Open Molecules 2025 dataset
Level of theory: ωB97M-V/def2-TZVPD

Geometry (Å):
C 0.11364 -1.25800 0.86021
C 0.15108 -0.00278 1.67107
C -0.53067 1.06439 -1.92848
N 0.80666 -1.11743 -0.29861
N 0.02535 1.00749 -0.57808
S -1.03660 0.91401 0.64025
H 0.61282 -1.97685 1.44732
H -0.86604 -1.52577 0.62337
H -0.15218 -0.01509 2.80299
H 1.15077 0.41600 1.60031
H 0.14058 1.80613 -2.49863
H -0.44070 -0.03595 -2.27030
H -1.57564 1.23438 -1.88158
H 1.60094 -0.51052 -0.18983

Cartesian forces (eV/Å) of the 2 atoms listed first:
1.108 0.118 1.496
-1.557 1.221 2.280

Summary:
LUMO (alpha / beta): 0.014 / 0.002 Eh

---

Number 1: maximum force 3.96 eV Å⁻¹, electronic energy -1601.1819 Ha. Number 2: maximum force 0.88 eV Å⁻¹, electronic energy -1722.5037 Ha. Number 3: maximum force 3.69 eV Å⁻¹, electronic energy -1226.8176 Ha. Number 4: maximum force 1.90 eV Å⁻¹, electronic energy -308.3896 Ha. Number 5: maximum force 4.56 eV Å⁻¹, electronic energy -374.3275 Ha. Number 6: maximum force 3.02 eV Å⁻¹, electronic energy -626.6391 Ha.